Entry from the Open Molecules 2025 dataset: 2 unconnected molecules or ions with the total composition C2HF2N (ωB97M-V with the def2-TZVPD basis set).

Calculated values
ΔE to the lowest compared entry with this formula, charge and spin (kcal per mole): 98.4
DFT total energy (eV): -9009.9739
Maximum force (eV/Å): 4.6
Net charge: 0
M (g/mol): 77.033
HOMO-LUMO gap (alpha / beta) (eV): 8.85 / 6.88

Atoms and positions in Å:
C: -2.66 -0.33 -0.02
C: 0.13 -0.78 0.11
N: -3.78 -0.19 -0.18
F: 0.57 -1.48 1.11
F: -0.03 -1.42 -1.02
H: 0.29 0.23 0.12

Here are the natural (NBO) charges for atoms 1 to 5, given in e:
1 C 0.000
2 C 0.838
3 N -0.521
4 F -0.247
5 F -0.246

---

Entry from the Open Molecules 2025 dataset: 2 unconnected molecules or ions with the total composition C2HF2NO3 (ωB97M-V with the def2-TZVPD basis set).

Calculated values
ΔE to the lowest compared entry with this formula, charge and spin (kcal per mole): 39.8
DFT total energy (eV): -15151.7461
Maximum force (eV/Å): 5.3
Net charge: 0
M (g/mol): 125.030
HOMO-LUMO gap (eV): 9.23

Atoms and positions in Å:
C: -0.33 1.51 0.78
C: -0.24 -0.63 0.22
N: 0.61 -0.82 -1.08
O: 1.83 -0.81 -0.92
O: -1.36 1.97 0.94
O: -0.02 -0.85 -2.05
F: -1.54 -0.81 0.18
F: 0.28 -1.41 1.16
H: 0.78 1.85 0.77

Here are the natural (NBO) charges for atoms 1 to 5, given in e:
1 C 0.456
2 C 0.610
3 N 0.484
4 O -0.383
5 O -0.415